# 1
90
Properties=species:S:1:pos:R:3 method="wB97M-V/def2-TZVPD" energy_ev=-64632.74467 orbital_gap_ev=7.18 charge=-1 relative_energy_ev=0.000 homo_energy_ev=-4.692
Bi 0.516 -1.264 -0.935
O -0.848 -0.117 -2.369
C -2.088 -0.314 -2.770
C -2.655 0.646 -3.685
C -3.902 0.423 -4.225
C -4.617 -0.763 -4.000
C -4.115 -1.712 -3.160
C -2.861 -1.515 -2.495
C -2.382 -2.572 -1.689
N -1.097 -2.874 -1.528
N -0.835 -4.119 -1.135
C 0.440 -4.434 -1.336
O 1.438 -3.646 -1.450
C 0.628 -5.903 -1.239
C -0.456 -6.791 -1.070
C -0.190 -8.140 -0.853
C 1.122 -8.643 -0.856
C 2.155 -7.767 -1.102
C 1.947 -6.415 -1.394
H -2.066 1.511 -3.883
H -4.352 1.135 -4.891
H -5.546 -0.899 -4.495
H -4.612 -2.700 -2.993
H -3.072 -3.282 -1.246
H -1.453 -6.456 -1.014
H -1.007 -8.841 -0.723
H 1.330 -9.695 -0.717
H 3.167 -8.183 -1.083
H 2.765 -5.731 -1.677
O 2.295 0.298 -2.171
C 2.037 1.251 -1.415
N 2.658 2.510 -1.463
C 2.035 3.394 -0.503
C 1.127 2.408 0.248
O 0.560 2.673 1.276
N 1.079 1.225 -0.445
C 1.141 4.449 -1.133
C 0.316 5.246 -0.296
C -0.581 6.126 -0.892
C -0.640 6.261 -2.274
C 0.183 5.513 -3.090
C 1.058 4.602 -2.516
C 3.042 4.174 0.302
C 3.119 4.016 1.676
C 4.143 4.615 2.412
C 5.048 5.442 1.776
C 4.955 5.628 0.412
C 3.958 5.005 -0.348
H 3.273 2.714 -2.225
H 0.324 5.222 0.809
H -1.188 6.767 -0.277
H -1.251 7.020 -2.726
H 0.254 5.696 -4.157
H 1.692 4.019 -3.213
H 2.366 3.404 2.195
H 4.163 4.449 3.469
H 5.802 5.969 2.347
H 5.695 6.227 -0.076
H 3.951 5.230 -1.420
C -3.411 1.981 0.549
C -3.014 0.743 1.294
C -3.679 0.265 2.432
C -3.026 -0.653 3.221
C -3.592 -0.943 4.618
C -1.813 -1.261 2.838
C -1.138 -0.819 1.657
C -1.793 0.168 0.910
N 0.069 -1.320 1.226
C 1.125 -1.689 2.176
C 1.327 -0.551 3.175
C 0.796 -3.018 2.846
C 2.465 -1.854 1.425
H -2.548 2.560 0.137
H -4.028 2.678 1.174
H -4.064 1.759 -0.260
H -4.650 0.672 2.730
H -4.342 -0.205 4.893
H -2.813 -1.016 5.389
H -4.121 -1.907 4.647
H -1.331 -2.042 3.438
H -1.286 0.567 0.032
H 0.403 -0.187 3.656
H 1.779 0.353 2.668
H 2.069 -0.851 3.969
H 0.446 -2.911 3.871
H 1.694 -3.691 2.934
H 0.023 -3.610 2.324
H 2.788 -0.938 0.884
H 2.468 -2.667 0.686
H 3.231 -2.105 2.193

***

# 2
95
Properties=species:S:1:pos:R:3 method="wB97M-V/def2-TZVPD" energy_ev=-118108.03456 orbital_gap_ev=4.09 relative_energy_ev=1.037 homo_energy_ev=-6.586
Cl -1.724 5.356 1.649
C -0.888 6.846 1.824
C 0.322 6.919 2.504
Cl 1.010 5.554 3.265
C 1.123 8.145 2.575
O 2.268 8.163 3.015
C 0.530 9.394 1.884
O 1.232 10.376 1.665
C -0.861 9.278 1.413
Cl -1.472 10.664 0.647
C -1.544 8.069 1.389
Cl -3.163 7.992 0.834
C -0.750 -1.308 -4.572
C -0.435 0.132 -4.153
C -0.975 1.095 -5.211
C 1.060 0.310 -3.909
C 1.911 0.634 -4.966
C 3.296 0.584 -4.817
C 3.836 0.196 -3.593
C 3.022 -0.092 -2.497
C 3.688 -0.469 -1.169
C 4.377 0.741 -0.532
C 4.653 -1.648 -1.316
C 1.626 0.025 -2.643
N 0.785 -0.293 -1.523
N 0.801 -1.560 -1.027
N -0.138 -1.566 -0.049
C -0.210 -2.705 0.829
C 0.038 -2.568 2.219
C 0.654 -1.317 2.836
C 2.133 -1.121 2.479
C 0.484 -1.308 4.356
C -0.207 -3.680 3.025
C -0.564 -4.911 2.475
C -0.616 -5.057 1.091
C -0.450 -3.958 0.243
C -0.612 -4.196 -1.255
C -2.047 -4.622 -1.571
C 0.353 -5.260 -1.788
C -0.734 -0.321 0.078
C -1.861 -0.141 0.970
C -2.852 -1.154 1.112
C -3.834 -1.034 2.081
C -4.894 -2.097 2.197
F -5.340 -2.234 3.480
F -5.992 -1.822 1.420
F -4.426 -3.326 1.804
C -3.836 0.034 2.972
C -2.864 1.014 2.842
C -2.781 2.068 3.917
F -1.508 2.570 4.032
F -3.613 3.131 3.671
F -3.123 1.571 5.149
C -1.950 1.008 1.790
C -0.079 0.552 -0.789
C -0.152 1.933 -0.971
H -0.382 -2.037 -3.842
H -1.831 -1.447 -4.677
H -0.279 -1.520 -5.540
H -0.941 0.344 -3.202
H -0.717 2.130 -4.970
H -0.577 0.843 -6.201
H -2.065 1.014 -5.254
H 1.477 0.919 -5.924
H 3.949 0.867 -5.645
H 4.918 0.125 -3.469
H 2.873 -0.797 -0.518
H 3.679 1.583 -0.444
H 4.746 0.486 0.468
H 5.232 1.056 -1.144
H 4.133 -2.528 -1.713
H 5.478 -1.392 -1.990
H 5.079 -1.912 -0.341
H 0.111 -0.450 2.435
H 2.313 -1.174 1.398
H 2.471 -0.137 2.837
H 2.744 -1.894 2.972
H -0.552 -1.541 4.637
H 1.164 -2.048 4.803
H 0.737 -0.326 4.772
H -0.103 -3.593 4.106
H -0.778 -5.765 3.130
H -0.809 -6.032 0.638
H -0.377 -3.256 -1.760
H -2.786 -3.940 -1.132
H -2.199 -4.650 -2.655
H -2.225 -5.630 -1.178
H 1.399 -4.978 -1.617
H 0.159 -6.225 -1.308
H 0.199 -5.380 -2.866
H -2.814 -2.031 0.465
H -4.563 0.082 3.773
H -1.221 1.815 1.641
H -0.797 2.472 -0.285
H 0.449 2.357 -1.777

***

# 3
92
Properties=species:S:1:pos:R:3 method="wB97M-V/def2-TZVPD" energy_ev=-104875.65820 s_squared=0.97 orbital_gap_ev="7.05 / 7.33" spin_multiplicity=2 charge=+1 relative_energy_ev=0.000 homo_energy_ev="-11.280 / -10.895"
V 0.601 0.245 0.338
O -2.731 -1.888 1.337
C -1.893 -1.067 1.080
N -0.546 -1.274 0.833
C 0.003 -2.550 0.902
O -0.568 -3.602 0.820
C 1.487 -2.457 1.098
C 2.226 -3.527 1.546
C 3.587 -3.341 1.740
C 4.142 -2.094 1.492
C 3.324 -1.065 1.068
N 2.014 -1.246 0.876
C -2.234 0.393 1.018
C -3.450 0.862 1.465
C -3.709 2.220 1.339
C -2.744 3.047 0.781
C -1.535 2.502 0.392
N -1.288 1.194 0.515
H 1.729 -4.470 1.722
H 4.207 -4.155 2.090
H 5.196 -1.907 1.640
H 3.712 -0.074 0.891
H -4.160 0.162 1.883
H -4.653 2.631 1.672
H -2.914 4.108 0.661
H -0.738 3.114 -0.009
C 4.387 4.306 -2.070
C 4.694 3.255 -1.214
C 3.892 2.127 -1.193
C 2.775 2.008 -2.029
C 2.488 3.072 -2.889
C 3.284 4.212 -2.905
Si 1.769 0.426 -2.059
C 0.526 0.469 -3.442
C -0.448 1.471 -3.499
C -1.329 1.548 -4.564
C -1.253 0.617 -5.592
C -0.303 -0.393 -5.548
C 0.581 -0.468 -4.478
C 2.864 -1.082 -2.171
C 4.244 -0.998 -2.363
C 5.018 -2.149 -2.451
C 4.424 -3.399 -2.349
C 3.049 -3.501 -2.170
C 2.279 -2.351 -2.085
H 5.010 5.192 -2.088
H 5.556 3.319 -0.560
H 4.151 1.321 -0.516
H 1.648 3.011 -3.568
H 3.044 5.022 -3.582
H -0.541 2.189 -2.689
H -2.086 2.320 -4.583
H -1.942 0.675 -6.426
H -0.246 -1.123 -6.345
H 1.322 -1.257 -4.457
H 4.724 -0.031 -2.453
H 6.086 -2.067 -2.607
H 5.029 -4.294 -2.420
H 2.578 -4.475 -2.105
H 1.203 -2.447 -1.953
C -5.446 0.831 -2.384
C -4.453 -0.318 -2.511
C -4.339 -0.750 -3.967
C -4.910 -1.495 -1.641
N -3.153 0.243 -2.073
N -2.080 -0.686 -1.923
H -6.420 0.543 -2.781
H -5.089 1.705 -2.932
H -5.585 1.110 -1.333
H -5.286 -1.167 -4.314
H -3.575 -1.521 -4.091
H -4.076 0.100 -4.597
H -5.956 -1.730 -1.848
H -4.824 -1.256 -0.576
H -4.339 -2.405 -1.834
H -3.298 0.673 -1.164
H -1.681 -0.857 -2.839
H -2.421 -1.581 -1.571
Cl 3.739 7.952 1.411
C 3.272 6.295 1.554
C 2.535 5.709 0.536
C 2.170 4.380 0.645
C 2.533 3.645 1.770
C 3.273 4.248 2.784
C 3.649 5.574 2.680
C 2.167 2.221 1.933
O 2.434 1.535 2.879
O 1.495 1.702 0.879
H 2.267 6.288 -0.337
H 1.638 3.902 -0.167
H 3.547 3.664 3.653
H 4.227 6.054 3.457

***

# 4
90
Properties=species:S:1:pos:R:3 method="wB97M-V/def2-TZVPD" energy_ev=-94831.98677 s_squared=6.03 orbital_gap_ev="6.88 / 7.19" spin_multiplicity=5 charge=-1 relative_energy_ev=0.889 homo_energy_ev="-4.383 / -4.700"
Cr 0.769 1.090 0.228
O 5.246 4.639 0.061
C 5.704 3.408 0.017
O 6.888 3.159 -0.081
C 4.709 2.315 0.086
C 4.987 0.961 0.067
N 3.813 0.300 0.115
N 2.768 1.151 0.189
C 3.295 2.386 0.170
C 2.326 3.486 0.405
O 2.713 4.673 0.386
O 1.164 3.077 0.642
H 4.223 4.713 0.182
H 5.927 0.451 0.005
H 3.654 -0.697 0.247
C -3.091 -2.013 -0.671
C -3.271 -0.642 -0.020
C -4.643 -0.597 0.663
C -3.104 0.453 -1.054
C -3.999 0.460 -2.112
C -3.925 1.412 -3.106
C -2.934 2.368 -3.042
C -2.016 2.412 -2.000
C -1.038 3.570 -2.040
C -1.103 4.390 -0.752
C 0.379 3.109 -2.387
C -2.088 1.437 -0.980
N -1.224 1.441 0.144
C -1.827 1.737 1.315
C -3.164 2.204 1.438
C -3.788 2.346 2.656
C -3.118 2.095 3.845
C -1.780 1.736 3.778
C -1.174 1.593 2.556
F 0.176 1.242 2.556
H -3.156 -2.791 0.084
H -2.117 -2.071 -1.144
H -3.856 -2.198 -1.421
H -2.505 -0.536 0.751
H -5.433 -0.859 -0.040
H -4.851 0.390 1.068
H -4.660 -1.313 1.484
H -4.785 -0.282 -2.153
H -4.637 1.411 -3.918
H -2.895 3.123 -3.817
H -1.350 4.233 -2.860
H -0.859 3.779 0.111
H -2.104 4.800 -0.621
H -0.393 5.213 -0.786
H 0.686 2.282 -1.726
H 1.082 3.932 -2.266
H 0.421 2.746 -3.413
H -3.708 2.436 0.534
H -4.829 2.643 2.685
H -3.618 2.182 4.798
H -1.203 1.546 4.670
C 1.754 -2.767 -4.486
C 2.708 -2.073 -3.760
C 2.449 -1.689 -2.456
C 1.245 -1.991 -1.815
C 0.303 -2.676 -2.579
C 0.545 -3.065 -3.885
Si 0.862 -1.285 -0.039
C -0.288 -2.502 0.950
C -0.609 -3.801 0.572
C -1.419 -4.605 1.356
C -1.907 -4.138 2.563
C -1.560 -2.866 2.986
C -0.769 -2.067 2.183
C 2.357 -2.071 0.973
C 2.729 -1.531 2.208
C 3.736 -2.091 2.975
C 4.389 -3.230 2.532
C 4.018 -3.804 1.328
C 3.015 -3.230 0.565
H 1.951 -3.064 -5.508
H 3.656 -1.824 -4.222
H 3.217 -1.137 -1.931
H -0.654 -2.916 -2.143
H -0.218 -3.598 -4.439
H -0.220 -4.199 -0.354
H -1.679 -5.604 1.030
H -2.545 -4.772 3.166
H -1.912 -2.504 3.945
H -0.497 -1.084 2.537
H 2.227 -0.640 2.568
H 4.017 -1.638 3.917
H 5.174 -3.675 3.129
H 4.510 -4.703 0.981
H 2.730 -3.690 -0.371

***

# 5
99
Properties=species:S:1:pos:R:3 method="wB97M-V/def2-TZVPD" energy_ev=-181782.86987 s_squared=0.76 orbital_gap_ev="6.25 / 6.27" spin_multiplicity=2 relative_energy_ev=2.755 homo_energy_ev="-6.517 / -6.537"
Ti 0.074 -0.305 0.390
O 1.843 -2.096 -0.617
S 0.957 -3.094 -0.049
O 1.643 -4.064 0.783
N -0.174 -2.253 0.668
C -1.046 -2.663 1.639
C -1.191 -3.934 2.170
C -2.196 -4.175 3.110
C -3.049 -3.182 3.525
C -2.902 -1.870 3.037
C -3.712 -0.785 3.430
C -3.442 0.460 2.909
C -2.381 0.633 2.025
N -1.609 -0.366 1.600
C -1.876 -1.604 2.099
C 0.220 -3.979 -1.422
C 0.882 -3.967 -2.636
C 0.333 -4.637 -3.718
C -0.859 -5.328 -3.566
C -1.509 -5.344 -2.343
C -0.973 -4.660 -1.265
H -0.515 -4.720 1.867
H -2.304 -5.171 3.510
H -3.832 -3.386 4.241
H -4.513 -0.939 4.137
H -4.041 1.315 3.183
H -2.160 1.627 1.659
H 1.802 -3.410 -2.725
H 0.840 -4.618 -4.670
H -1.292 -5.847 -4.408
H -2.430 -5.895 -2.226
H -1.486 -4.633 -0.316
C 3.077 1.620 0.539
C 2.905 0.899 -0.760
C 4.032 0.817 -1.605
C 3.917 0.303 -2.862
C 2.659 -0.163 -3.294
C 2.472 -0.653 -4.599
C 1.238 -1.106 -4.992
C 0.186 -1.122 -4.084
C 0.335 -0.676 -2.777
S -1.010 -0.828 -1.713
C 1.587 -0.135 -2.353
N 1.729 0.391 -1.106
H 4.081 2.034 0.617
H 2.916 0.945 1.384
H 2.353 2.431 0.611
H 4.988 1.176 -1.251
H 4.760 0.257 -3.540
H 3.314 -0.656 -5.275
H 1.077 -1.462 -5.998
H -0.783 -1.498 -4.376
O 0.550 2.849 2.614
N 0.351 1.684 2.365
O 0.143 0.830 3.202
O 0.364 1.324 1.130
C 0.650 4.416 -2.467
C 0.359 3.085 -2.207
N -0.284 2.679 -1.120
C -0.707 3.598 -0.271
C -0.499 4.971 -0.435
C 0.231 5.370 -1.562
C -0.886 5.975 0.533
C -1.886 6.043 1.436
C -3.028 5.200 1.694
C -3.884 5.521 2.766
C -5.004 4.743 2.950
N -5.283 3.704 2.164
C -4.416 3.475 1.194
N -3.327 4.153 0.909
H 1.196 4.695 -3.354
H 0.651 2.310 -2.904
H -1.239 3.248 0.599
H 0.442 6.419 -1.723
H -0.222 6.834 0.514
H -1.876 6.922 2.073
H -3.668 6.350 3.420
H -5.719 4.940 3.739
H -4.628 2.624 0.559
C -4.092 2.105 -2.494
C -3.269 1.590 -1.436
N -2.609 1.165 -0.604
H -3.484 2.238 -3.387
H -4.514 3.064 -2.194
H -4.898 1.401 -2.702
C 3.699 -3.885 2.901
As 3.563 -2.279 1.792
C 4.423 -2.734 0.087
C 5.058 -1.226 2.554
S 1.907 -1.083 2.322
H 4.716 -4.275 2.852
H 2.991 -4.630 2.546
H 3.453 -3.611 3.929
H 5.476 -2.923 0.293
H 4.324 -1.903 -0.609
H 3.958 -3.615 -0.343
H 5.921 -1.853 2.779
H 4.714 -0.738 3.467
H 5.350 -0.456 1.839